Entry from the Open Molecules 2025 dataset: an isolated molecule of C13H13NS (ωB97M-V/def2-TZVPD).

```
! wB97M-V def2-TZVPD RIJCOSX def2/J DEFGRID3
* xyz 0 1
C 0.4294 -0.7655 1.9987
C 1.1359 -0.3114 0.9593
C 1.2730 1.0757 0.5880
C 2.2378 1.4687 -0.2684
C 3.1377 0.4597 -0.8729
C 2.9742 -0.8892 -0.6757
C 1.7551 -1.3881 0.0591
N 0.7139 -1.6910 -0.9506
S -0.7429 -2.3479 -0.4146
C -1.7744 -0.9424 -0.4506
C -1.3032 0.2579 -1.0315
C -2.1182 1.4107 -0.9353
C -3.3391 1.2855 -0.2411
C -3.6452 0.2301 0.5370
C -2.9127 -0.9315 0.3718
H 0.4806 -1.8541 2.2712
H -0.3079 -0.1797 2.5036
H 0.5137 1.8583 0.9452
H 2.3750 2.4963 -0.6805
H 3.8939 0.8847 -1.5440
H 3.6926 -1.5562 -1.2710
H 2.1312 -2.2543 0.7929
H 1.2231 -2.1783 -1.6063
H -0.4766 0.1659 -1.6371
H -2.0017 2.2419 -1.6551
H -3.8151 2.3951 -0.1262
H -4.4572 0.1510 1.2750
H -3.0978 -1.8357 0.9748
*
```

Output
Structure (SMILES) ... C=C1C=CC=C[C@@H]1NSc1ccccc1
LUMO energy ... 0.2110 eV
Strongest force on any atom ... 6.14 eV/A
E ... -26013.8456 eV
Energy relative to the best compared isomer or geometry (same formula, charge and spin) ... 326.84 kJ/mol
Gap between HOMO and LUMO ... 8.24 eV

natural (NBO) atomic charge list, values in e, 2 entries: -0.34, -0.07



Entry from the Open Molecules 2025 dataset: a cluster of 2 separate species, C2ClO4 in total (ωB97M-V/def2-TZVPD).

```
! wB97M-V def2-TZVPD RIJCOSX def2/J DEFGRID3
* xyz -1 1
C -1.9760 0.3237 -0.0029
C 1.2411 -0.4033 0.0036
O -2.0597 -0.8212 -0.0024
O -2.1023 1.4641 -0.0047
O 1.4478 -1.5653 -0.0034
O 0.3943 0.4316 0.0128
Cl 3.0548 0.5704 -0.0030
*
```

Output
LUMO energy ... 3.4634 eV
Strongest force on any atom ... 1.66 eV/A
E ... -22790.0066 eV
Energy relative to the best compared isomer or geometry (same formula, charge and spin) ... 0.00 kJ/mol
Gap between HOMO and LUMO ... 8.60 eV

natural (NBO) atomic charge list, values in e, 2 entries: 1.06, 0.94



Entry from the Open Molecules 2025 dataset: a cluster of 13 separate species, C25H72F6N3O16S2 in total (ωB97M-V/def2-TZVPD).

```
! wB97M-V def2-TZVPD RIJCOSX def2/J DEFGRID3
* xyz -1 1
C -8.0322 11.0909 -2.3103
F -8.0782 10.6118 -1.0802
F -6.7749 11.1655 -2.7045
F -8.6931 10.2899 -3.1222
S -8.7442 12.8535 -2.2777
O -8.5379 13.4584 -3.5692
O -10.1492 12.7456 -1.9572
N -7.7067 13.6015 -1.1544
S -8.5938 13.9375 0.0998
O -9.3860 15.1384 -0.0863
O -9.2102 12.7681 0.6848
C -7.2804 14.3907 1.4110
F -7.9580 14.6605 2.5060
F -6.4910 13.3358 1.5485
F -6.6162 15.4640 1.0046
C -7.4226 11.0822 -6.2878
O -6.2311 11.8024 -6.4945
H -7.6849 10.4009 -7.1006
H -7.4225 10.5613 -5.3247
H -8.2864 11.7376 -6.1634
H -5.5067 11.1976 -6.6622
C -4.4504 13.9236 3.6370
O -3.3292 14.2531 4.4297
H -4.2412 13.2045 2.8436
H -5.3142 13.5554 4.1906
H -4.8520 14.8355 3.1760
H -2.6003 14.4800 3.8492
C -7.5840 17.1126 -1.9655
O -7.1248 15.9958 -2.6996
H -7.1118 18.0129 -2.3588
H -8.6546 17.2787 -2.1506
H -7.5264 17.0211 -0.8819
H -7.2219 15.1596 -2.1937
C -8.0975 17.9169 -5.3878
O -8.0482 16.5305 -5.2771
H -8.0899 18.2237 -6.4344
H -8.9966 18.3801 -4.9518
H -7.2760 18.4454 -4.8834
H -7.9193 16.2803 -4.3394
C -11.2216 15.4099 -4.4590
O -12.3308 16.2831 -4.6859
H -11.4412 14.5827 -3.7772
H -10.8748 14.9518 -5.3808
H -10.4448 15.9417 -3.9138
H -13.1256 15.8517 -4.3677
C -11.4541 12.0934 -5.1539
C -12.0302 10.8583 -5.8125
O -11.0098 9.9313 -6.1959
H -12.3072 12.7170 -4.8683
H -10.8372 12.6507 -5.8569
H -10.9054 11.9048 -4.2336
H -12.6141 11.0969 -6.7036
H -12.6689 10.3042 -5.1125
H -10.9090 9.3583 -5.4147
C -11.4600 12.6302 3.1380
C -10.7163 13.2322 4.3274
O -11.2176 14.5418 4.6060
H -11.4223 13.3385 2.3120
H -12.5030 12.4646 3.4121
H -10.9785 11.7109 2.8060
H -9.6522 13.3043 4.0834
H -10.8104 12.6027 5.2139
H -10.6271 15.1480 4.1090
C -3.3062 11.4235 -1.3447
C -4.3977 12.1738 -0.5836
O -5.0407 13.0468 -1.4709
H -2.7510 10.6934 -0.7564
H -2.5985 12.0693 -1.8688
H -3.8263 10.9189 -2.1639
H -3.9930 12.6983 0.2898
H -5.1031 11.4032 -0.2467
H -6.0018 13.1488 -1.2755
C -5.0580 17.9606 1.6523
C -3.8144 18.7975 1.3970
O -4.1391 20.1747 1.2181
H -5.6470 18.3136 2.5017
H -4.8364 16.9388 1.9719
H -5.6697 17.9096 0.7519
H -3.2327 18.3541 0.5855
H -3.1693 18.7960 2.2789
H -4.3191 20.3065 0.2813
C -6.2650 10.2641 3.2237
C -7.7284 10.4767 2.9010
O -8.5215 10.5461 4.0834
H -5.5916 10.4506 2.3790
H -6.1073 9.2843 3.6738
H -5.8643 11.0530 3.8694
H -8.0964 9.6346 2.3008
H -7.8727 11.3899 2.3230
H -8.7780 9.6383 4.2636
C -12.5194 6.8040 -2.4061
C -12.0576 8.1091 -3.0795
C -11.2051 8.9616 -2.1337
O -11.8810 9.1840 -0.9186
C -11.0651 9.8670 0.0069
N -11.2457 7.7498 -4.2729
H -11.6678 6.3649 -1.8747
H -12.9622 6.0963 -3.1044
H -13.2166 7.0029 -1.5879
H -12.9591 8.6644 -3.3410
H -11.0852 9.9247 -2.6421
H -10.2361 8.4835 -1.9494
H -10.0901 9.3973 0.1478
H -11.5253 9.9178 0.9978
H -11.0145 10.9273 -0.2571
H -11.6836 6.9305 -4.6932
H -10.4503 7.2475 -3.8654
C -12.6520 17.0768 0.3264
C -12.0435 16.3354 1.4980
C -10.9099 17.1853 2.0972
O -10.1496 16.4344 3.0085
C -9.0977 17.1782 3.5949
N -13.1215 16.1106 2.4988
H -13.0237 18.0725 0.5831
H -13.5209 16.5773 -0.1031
H -11.9135 17.1339 -0.4801
H -11.6599 15.3615 1.2006
H -11.3622 18.0520 2.6056
H -10.2940 17.6172 1.2972
H -8.3854 17.4392 2.8058
H -8.5826 16.6127 4.3680
H -9.5098 18.0892 4.0410
H -12.7733 15.3600 3.0965
H -13.1199 16.9185 3.1175
*
```

Output
LUMO energy ... 2.0883 eV
Strongest force on any atom ... 3.30 eV/A
E ... -102295.3008 eV
Gap between HOMO and LUMO ... 9.20 eV

Mulliken atomic charge list, values in e, 2 entries: 0.50, -0.14